Density functional theory data (ωB97M-V/def2-TZVPD) for a molecular structure, C29H29BF4FeN6PS.

Values from the calculation:
expectation value of S²: 8.852
total charge: 0
2S+1: 6
total energy: -3878.816242 Eh
energy above the lowest of the compared OMol25 structures with the same formula, charge and spin: 146.6 kJ/mol

```
72
C29H29BF4FeN6PS | the Open Molecules 2025 dataset | ωB97M-V/def2-TZVPD
H 5.465 -0.780 3.044
C -1.566 -2.341 -0.318
H -4.738 -0.254 2.971
P 1.324 -0.114 -0.809
F -1.717 3.075 -1.703
F -1.505 1.434 -3.304
B -2.074 1.791 -2.096
C 2.634 1.285 -2.874
C 1.502 -1.491 -1.975
F -3.438 1.600 -2.045
C 2.999 2.445 -3.538
C 2.351 -0.453 1.755
H 4.265 -0.254 -1.027
H 2.814 4.580 -3.619
N -3.354 3.131 0.916
C 5.016 -0.527 0.958
H -3.489 -3.725 3.198
C 2.276 -2.620 -1.727
N 0.966 -0.371 2.184
C 2.267 -3.680 -2.625
H -2.207 4.838 2.738
H 3.101 -0.695 3.747
H 0.069 -0.572 -3.299
N -3.390 0.935 1.418
N -1.801 -2.185 -1.434
H -5.299 -1.507 1.874
C 0.707 -2.490 -4.015
Fe -0.714 -0.004 0.643
H 0.084 -2.442 -4.898
C 4.013 -0.366 0.020
C -2.668 2.067 1.316
C -2.573 -3.613 2.635
H 0.746 -3.115 0.691
H -1.807 4.360 0.304
H 0.481 -5.044 2.231
H 0.751 -1.146 2.807
C -1.605 -4.570 2.721
H 3.633 2.387 -4.413
N -2.656 -0.162 1.433
F -1.473 0.865 -1.081
H 0.651 2.647 -0.478
C 0.705 -1.434 -3.121
H -4.591 -1.960 3.430
H -3.418 4.924 -0.081
C 1.487 -3.614 -3.769
C -2.391 -2.428 1.898
C -2.815 4.464 0.701
H 2.873 -4.555 -2.430
C -3.178 -1.271 1.957
C 3.362 -0.614 2.698
H 0.820 0.478 2.725
C 1.339 2.590 -1.314
H 6.052 -0.548 0.646
H 1.480 -4.440 -4.468
C -0.155 -3.320 1.252
H 1.321 4.702 -1.651
H -4.289 2.925 0.594
C -4.527 -1.255 2.604
H -2.424 6.298 1.764
C 2.670 -0.337 0.402
H 2.896 -2.676 -0.840
H -1.760 -5.454 3.321
S -0.985 2.185 1.718
C 1.709 3.748 -1.982
C 2.539 3.676 -3.090
H -3.837 5.416 2.359
H 2.978 0.325 -3.238
C -2.825 5.304 1.969
C -0.340 -4.359 2.069
C 4.687 -0.657 2.303
N -1.231 -2.387 1.003
C 1.807 1.356 -1.753
```

Density functional theory data (ωB97M-V/def2-TZVPD) for a gas-phase ion, C5H9O4S2 (charge -1) at a distorted geometry.

Values from the calculation:
total charge: -1
total energy: -1293.280293 Eh
structure (SMILES): CCS(=O)(=O)[C@@](C)(S)C(=O)[O-]
energy above the lowest of the compared OMol25 structures with the same formula, charge and spin: 47.5 kJ/mol

```
20
C5H9O4S2 | the Open Molecules 2025 dataset | ωB97M-V/def2-TZVPD
H -1.983 1.154 1.155
C -0.302 -1.488 -0.467
O -0.291 -0.438 2.088
C 0.761 1.516 -1.237
H 1.931 2.712 0.711
H -2.005 1.201 -0.617
H -1.787 2.704 0.339
S 0.721 2.592 1.394
C 0.308 -2.880 -0.169
C -1.484 1.659 0.333
O 1.541 2.453 -1.269
H 0.067 -3.188 0.816
S 0.369 -0.269 0.808
H 0.158 -1.250 -1.343
H 1.400 -3.080 -0.380
C 0.116 1.382 0.178
O 1.819 -0.390 0.743
H -1.426 -1.553 -0.332
O 0.341 0.732 -2.061
H -0.255 -3.569 -0.690
```

Density functional theory data (ωB97M-V/def2-TZVPD) for a molecular structure, C38H40I2N2O3STeTi.

Values from the calculation:
expectation value of S²: 0.757
total charge: +1
2S+1: 2
total energy: -3918.175746 Eh
energy above the lowest of the compared OMol25 structures with the same formula, charge and spin: 98.8 kJ/mol

```
88
C38H40I2N2O3STeTi | the Open Molecules 2025 dataset | ωB97M-V/def2-TZVPD
C 2.601 -0.512 1.283
C -0.212 -0.382 3.764
H -3.500 4.551 -3.462
C -2.788 1.412 -5.596
C 1.156 2.429 2.713
C -3.669 -1.649 -3.971
C -5.700 -3.191 -5.122
H -4.664 4.866 -6.815
H -4.941 -0.484 -1.667
C -3.441 3.751 -5.442
O 0.483 1.362 2.158
N 0.229 0.739 -1.960
C -3.171 2.610 -6.187
C 3.225 0.687 -0.588
H -0.471 5.782 1.016
H 1.924 1.331 4.381
H -3.474 1.847 -1.417
C 1.860 2.294 3.896
H -7.743 -3.856 -5.271
H -7.033 -2.015 -3.931
H -4.160 5.779 -5.390
C 1.058 3.671 2.065
C -3.306 3.671 -4.067
C 0.405 3.840 0.762
H 1.599 5.742 2.200
O 0.147 2.880 0.029
H -1.624 -0.287 -6.197
C -2.926 2.492 -3.430
H -4.120 -4.154 -6.189
H 5.720 -1.380 0.323
C -2.780 2.523 -1.922
C 2.371 4.650 3.856
I -2.317 0.204 0.742
C 0.128 -1.658 4.087
H 0.975 5.752 0.006
C 0.063 5.208 0.259
H -2.085 -2.713 -1.661
H 4.038 -1.885 2.080
Te -2.277 -0.416 -2.933
H -1.127 -3.058 -3.112
C -3.338 -2.636 -4.909
C -5.009 -1.417 -3.621
H -0.546 5.110 -0.636
H -1.201 -2.219 -5.078
N 2.297 0.394 0.333
C -2.678 1.346 -4.199
H -1.772 2.239 -1.608
H -3.011 5.449 -6.687
H -6.489 -0.346 -2.494
C -1.300 -2.341 -2.322
H 2.936 1.421 -1.325
C 4.465 0.083 -0.628
H -1.948 -2.914 -6.508
C 4.764 -0.875 0.328
H 3.017 3.291 5.385
C 1.668 4.773 2.675
C 0.626 0.107 2.739
H -5.133 0.649 -3.015
H -1.028 0.175 4.196
H 2.314 0.499 -4.155
H 1.985 2.088 -3.419
H 2.841 5.514 4.303
C 3.827 -1.166 1.300
H 1.199 1.616 -4.944
H -6.888 -3.771 -6.812
C -1.947 -2.931 -5.418
O -0.379 -0.091 -3.957
C 1.577 -0.770 2.298
C -4.370 -3.390 -5.460
C -5.411 -0.341 -2.643
C -3.843 5.033 -6.117
C 0.414 0.631 -3.226
H -6.544 -5.083 -5.692
Ti 0.161 0.873 -0.142
C 1.553 1.262 -3.977
H -1.630 -3.932 -5.117
C -6.000 -2.194 -4.204
H -2.369 0.593 -7.528
S 1.435 -2.249 3.157
H 5.173 0.354 -1.398
H -3.357 -0.448 -6.510
H -3.258 2.651 -7.268
H -2.978 3.527 -1.550
H -0.346 -2.301 4.810
C 2.469 3.405 4.460
C -2.517 0.248 -6.506
I 0.460 -2.373 -1.122
C -6.782 -4.021 -5.754
```

Density functional theory data (ωB97M-V/def2-TZVPD) for a single C4H5F2N molecule at a distorted geometry.

Values from the calculation:
total charge: 0
total energy: -409.853231 Eh
structure (SMILES): FC1=NCC[C@H]1F
energy above the lowest of the compared OMol25 structures with the same formula, charge and spin: 77.9 kJ/mol

```
12
C4H5F2N | the Open Molecules 2025 dataset | ωB97M-V/def2-TZVPD
C 0.749 -0.961 -0.554
H -0.611 1.384 1.421
H 0.872 -0.957 -1.827
F -1.074 1.809 -0.482
H 1.343 1.119 -0.437
C -0.522 0.880 0.431
C 0.901 0.413 0.146
H 1.401 -1.656 -0.109
C -1.310 -0.504 0.258
H 1.410 0.404 1.146
F -2.591 -0.528 0.264
N -0.568 -1.402 -0.256
```

Density functional theory data (ωB97M-V/def2-TZVPD) for a molecular structure, C18H34AgIN2O2PSi2 at a distorted geometry.

Values from the calculation:
expectation value of S²: 0.756
total charge: +2
2S+1: 2
total energy: -2330.576969 Eh

```
61
C18H34AgIN2O2PSi2 | the Open Molecules 2025 dataset | ωB97M-V/def2-TZVPD
C 3.176 1.269 -1.997
H 3.031 -1.251 4.380
H -1.451 0.610 -0.050
H -2.172 -4.071 2.453
C 2.072 1.491 1.232
Ag 1.373 -0.512 -4.143
C -2.957 3.014 0.573
P -0.274 -2.926 2.084
H 3.494 1.527 -3.003
H 0.047 2.267 1.066
Si -0.239 -1.522 0.273
O -0.137 -2.826 -3.492
H -3.147 3.180 1.614
C -2.080 3.689 -0.238
H -0.438 -3.609 -1.132
H -1.672 3.449 -2.419
C 1.106 -2.441 -2.785
H 1.489 -3.208 -2.138
C 0.955 2.254 0.482
C -3.985 0.126 1.262
I 5.664 2.099 -0.448
O 1.226 -1.011 -0.218
H 1.829 -0.017 3.749
C -0.839 -2.601 -1.166
C 4.356 0.622 -1.274
C -2.194 3.152 -1.534
H 1.844 1.548 2.289
C -3.146 2.162 -1.460
Si 2.413 -0.279 0.744
H 2.893 2.208 -1.544
H 4.974 0.161 -2.030
C 4.000 -0.465 -0.250
N -1.425 -4.047 1.753
H 0.965 -3.569 2.194
H -1.353 0.153 1.624
H -3.522 1.534 -2.244
C 2.513 -0.821 3.538
H -1.917 -2.587 -1.253
H 1.641 -2.145 -3.721
H 3.294 -2.190 2.207
C 2.770 -1.247 2.304
H 0.754 1.883 -0.515
H 1.239 3.294 0.379
H -4.800 -0.471 1.656
H -2.994 -1.773 1.130
N -3.595 2.069 -0.178
C -4.580 1.101 0.259
H 2.326 0.585 -2.092
H 4.800 -0.545 0.477
H 3.003 2.037 1.111
H -1.434 4.486 0.066
H -3.260 -1.025 -0.411
H -0.481 -2.200 3.263
C -1.539 -0.239 0.624
H 3.973 -1.430 -0.756
H -4.870 0.547 -0.624
H -0.536 -0.940 -2.592
C -2.965 -0.810 0.611
H -5.459 1.579 0.672
C -0.275 -1.978 -2.421
H -3.485 0.658 2.063
```

Density functional theory data (ωB97M-V/def2-TZVPD) for 2 unconnected molecules or ions with the total composition C5H15N2O at a distorted geometry.

Values from the calculation:
expectation value of S²: 0.754
total charge: 0
2S+1: 2
total energy: -384.135122 Eh
energy above the lowest of the compared OMol25 structures with the same formula, charge and spin: 112.7 kJ/mol

```
23
C5H15N2O | the Open Molecules 2025 dataset | ωB97M-V/def2-TZVPD
H -1.491 -2.112 -2.658
C -0.739 -1.960 -1.873
H 0.400 2.311 -0.770
H -1.448 -4.828 -0.412
H -2.049 -3.452 0.174
H -0.798 2.544 0.506
C 0.969 3.788 0.705
N -1.671 -3.869 -0.669
H -0.881 0.184 1.020
C -0.419 -3.158 -1.022
H 0.213 -2.842 -0.181
O -0.200 -0.789 -1.710
H 0.781 1.510 2.150
H 1.892 1.120 0.772
H 0.456 -0.744 1.272
H 0.111 -0.145 -0.280
H 0.188 -3.845 -1.635
C 0.870 1.319 1.079
C 0.281 2.489 0.311
H 2.050 3.771 0.537
H 0.572 4.640 0.150
N 0.100 0.071 0.766
H 0.814 4.002 1.765
```

Density functional theory data (ωB97M-V/def2-TZVPD) for a gas-phase ion, C27H42P (charge +1) at a distorted geometry.

Values from the calculation:
total charge: +1
total energy: -1395.163572 Eh

```
70
C27H42P | the Open Molecules 2025 dataset | ωB97M-V/def2-TZVPD
H -0.487 -0.558 3.061
H -0.259 3.998 -3.942
H -3.090 4.079 2.913
C 0.225 2.209 -2.834
H 4.165 -0.368 4.455
H 1.615 -0.402 2.774
C -2.481 -3.232 2.011
C 0.724 0.103 -1.497
C 1.514 -4.012 -2.773
H -2.207 4.133 -5.449
H 0.697 -1.889 1.176
H -0.730 -3.051 3.300
H -2.552 3.563 4.513
H -0.805 -1.789 0.248
C 2.392 0.184 2.255
C -2.228 3.716 3.482
H -3.348 -2.623 1.735
C -0.204 -1.275 1.012
H 2.569 1.124 0.312
H -1.926 -0.524 2.061
C 1.815 -5.425 -3.167
H -1.984 0.795 0.641
C -1.874 2.574 -3.993
H -3.393 2.818 -5.498
H 2.800 -5.518 -3.642
C 1.962 -2.106 -1.344
H -3.468 4.020 -4.212
C -1.492 0.512 -2.775
C -1.664 2.421 2.886
C 0.243 -1.966 -3.023
C -1.041 -1.132 2.300
C -0.602 3.019 -3.609
C 4.338 0.589 3.953
C -1.113 2.626 1.468
H -1.480 4.514 3.490
C -2.316 1.327 -3.554
P 0.321 0.288 0.201
H 5.160 0.469 3.240
H -1.266 1.865 -0.522
H -1.960 -3.531 1.099
H -2.130 -2.142 3.835
C -0.204 0.944 -2.419
H 3.295 2.070 2.772
H 3.132 -3.913 -1.346
H -0.119 -3.762 -4.158
H 3.111 -0.559 1.871
H -3.305 0.966 -3.846
C 0.481 -3.293 -3.378
C 0.929 -1.374 -1.959
H 4.641 1.314 4.715
H -0.856 2.069 3.541
C -1.567 -2.439 2.939
H -1.739 3.407 0.994
H 2.340 1.344 4.058
H 1.821 -6.083 -2.291
C 2.277 -3.391 -1.780
H -2.436 1.639 2.897
H -1.844 -0.471 -2.464
C 3.077 1.119 3.274
H 1.486 1.980 1.391
C -2.777 3.432 -4.832
H -2.848 -4.133 2.508
H -0.486 -1.407 -3.608
C -1.102 1.433 0.476
H -0.106 3.066 1.545
H 1.068 -5.794 -3.873
C 1.778 0.967 1.072
H 2.563 -1.656 -0.545
H 1.220 2.556 -2.548
H 1.730 0.570 -1.593
```

Density functional theory data (ωB97M-V/def2-TZVPD) for 5 unconnected molecules or ions with the total composition C2H16NO4 at a distorted geometry.

Values from the calculation:
total charge: +1
total energy: -441.264067 Eh
energy above the lowest of the compared OMol25 structures with the same formula, charge and spin: 113.8 kJ/mol

```
23
C2H16NO4 | the Open Molecules 2025 dataset | ωB97M-V/def2-TZVPD
H 1.783 -0.356 -1.094
H 0.989 2.086 1.652
O 0.658 1.380 2.219
H -0.887 1.473 -2.155
H 0.010 -2.515 -0.037
H 0.619 -0.582 1.637
O 1.823 2.222 -0.226
H -0.441 -1.241 -1.066
H -3.674 -2.156 -1.372
O -1.408 0.837 -1.671
H -1.419 -1.508 0.402
H 2.219 -1.751 -0.046
N 0.599 -0.606 0.618
H 2.744 2.178 0.056
C 1.891 -0.722 -0.078
H 1.751 3.070 -0.680
H 0.284 1.547 3.083
H -2.339 0.981 -1.512
C -0.425 -1.512 -0.018
H -4.080 -1.445 -0.032
H 2.560 -0.033 0.428
H 0.097 0.282 0.526
O -3.356 -1.632 -0.634
```

Density functional theory data (ωB97M-V/def2-TZVPD) for a single C4H5ClN2O molecule at a distorted geometry.

Values from the calculation:
total charge: 0
total energy: -800.347067 Eh
structure (SMILES): Nc1cc(Cl)c(N)o1
energy above the lowest of the compared OMol25 structures with the same formula, charge and spin: 85.3 kJ/mol

```
13
C4H5ClN2O | the Open Molecules 2025 dataset | ωB97M-V/def2-TZVPD
N -1.407 1.985 -0.047
C -0.045 -1.355 0.013
C -1.163 -0.510 -0.115
H -0.102 -2.443 0.204
H 2.643 -1.599 -0.248
H 2.905 0.010 -0.423
O 0.567 0.770 -0.096
C 1.033 -0.520 -0.007
C -0.771 0.779 -0.123
N 2.390 -0.694 0.084
H -2.330 1.888 0.342
Cl -2.845 -0.983 -0.033
H -0.873 2.671 0.450
```

Density functional theory data (ωB97M-V/def2-TZVPD) for a gas-phase ion, C4H5N2 (charge +1) at a distorted geometry.

Values from the calculation:
expectation value of S²: 2.008
total charge: +1
2S+1: 3
total energy: -264.521972 Eh
energy above the lowest of the compared OMol25 structures with the same formula, charge and spin: 0.0 kJ/mol

```
11
C4H5N2 | the Open Molecules 2025 dataset | ωB97M-V/def2-TZVPD
H -0.571 -0.794 1.662
C -0.382 -0.099 0.953
H -1.101 1.791 1.873
C -0.631 1.219 0.993
C 0.161 1.057 -1.062
N -0.362 1.852 -0.237
N 0.678 -1.556 -0.527
H 0.399 -2.323 0.077
C 0.368 -0.309 -0.291
H 1.123 -1.938 -1.370
H 0.317 1.101 -2.070
```

Density functional theory data (ωB97M-V/def2-TZVPD) for a single C5H7P molecule at a distorted geometry.

Values from the calculation:
total charge: 0
total energy: -535.851550 Eh
structure (SMILES): C#P=CC(=C)C
energy above the lowest of the compared OMol25 structures with the same formula, charge and spin: 427.9 kJ/mol

```
13
C5H7P | the Open Molecules 2025 dataset | ωB97M-V/def2-TZVPD
H -3.230 -2.884 0.476
H 1.574 1.305 0.555
C 0.471 -1.044 -0.607
H 1.088 -1.054 -1.396
H -0.206 -1.860 -0.544
C 0.035 0.127 -0.127
H 1.429 1.251 -1.228
H -1.135 1.466 1.172
C 0.946 1.374 -0.314
C -1.207 0.468 0.639
C -2.740 -1.986 0.302
P -2.178 -0.897 1.360
H 0.307 2.185 -0.219
```

Density functional theory data (ωB97M-V/def2-TZVPD) for a molecular structure, C25H22N5NdO4 at a distorted geometry.

Values from the calculation:
expectation value of S²: 3.753
total charge: +2
2S+1: 4
total energy: -2101.487128 Eh

```
57
C25H22N5NdO4 | the Open Molecules 2025 dataset | ωB97M-V/def2-TZVPD
H 2.157 3.556 0.178
H -3.887 -0.917 -0.586
N -4.838 -5.638 0.413
C -0.333 2.315 -2.548
C 4.131 2.013 0.717
O -4.724 -6.833 0.092
H 4.192 3.082 0.860
H -2.365 -6.529 0.430
C -0.136 1.261 4.579
Nd 0.184 -0.203 -0.427
H -0.983 2.888 -5.831
O -2.003 -0.217 -0.178
H -1.012 3.195 1.220
C 4.833 -0.278 0.686
C 2.840 1.547 0.220
H -0.332 -5.288 -0.248
O -0.134 -2.630 -0.327
H -1.404 3.872 -3.632
C 0.530 0.558 -3.854
C -1.269 -3.273 -0.275
C 0.093 1.133 -5.016
N 0.400 0.437 1.970
N 0.409 2.324 -0.119
C 1.888 2.623 -0.308
C 0.023 2.813 1.231
N 2.604 0.242 -0.036
H 3.472 -1.686 -0.235
H 2.114 2.766 -1.361
C 0.494 -0.454 3.037
H 5.574 -1.049 0.738
C -0.829 2.970 -3.721
H 0.703 3.615 1.532
N 0.231 1.078 -2.661
C -3.769 -3.460 0.149
H -0.436 1.532 5.535
C -2.840 -1.238 -0.308
C -0.138 2.171 3.538
C -3.619 -4.820 0.411
H 0.664 -0.631 5.186
C -0.402 2.981 -1.193
H -0.246 3.226 3.746
C 3.654 -0.637 0.103
O -5.931 -5.082 0.656
C -2.591 -2.636 -0.131
H 5.914 1.432 1.677
H 1.093 -0.404 -3.831
H 0.315 0.714 -5.977
C -0.579 2.376 -4.946
H -1.453 3.100 -0.827
H -0.027 4.009 -1.279
C 0.355 -0.027 4.337
H -4.762 -3.016 0.287
C -2.380 -5.438 0.276
C 5.063 1.071 1.072
H 0.624 -1.530 2.829
C 0.127 1.718 2.262
C -1.260 -4.704 -0.114
```